{
  "formula": "C34H80Cl10N4",
  "method": "ωB97M-V/def2-TZVPD",
  "elements": ["Cl", "C", "C", "Cl", "H", "H", "H", "H", "Cl", "C", "C", "Cl", "H", "H", "H", "H", "Cl", "C", "C", "Cl", "H", "H", "H", "H", "Cl", "C", "C", "Cl", "H", "H", "H", "H", "Cl", "C", "C", "Cl", "H", "H", "H", "H", "C", "C", "N", "C", "C", "C", "C", "H", "H", "H", "H", "H", "H", "H", "H", "H", "H", "H", "H", "H", "H", "H", "C", "C", "N", "C", "C", "C", "C", "H", "H", "H", "H", "H", "H", "H", "H", "H", "H", "H", "H", "H", "H", "H", "C", "C", "N", "C", "C", "C", "C", "H", "H", "H", "H", "H", "H", "H", "H", "H", "H", "H", "H", "H", "H", "H", "C", "C", "N", "C", "C", "C", "C", "H", "H", "H", "H", "H", "H", "H", "H", "H", "H", "H", "H", "H", "H", "H"],
  "positions_angstrom": [[27.919, 27.044, 13.465], [29.023, 27.874, 12.431], [29.542, 26.801, 11.318], [30.801, 27.561, 10.331], [29.914, 28.433, 12.968], [28.591, 28.596, 11.664], [28.807, 26.521, 10.578], [29.898, 25.782, 11.622], [29.003, 25.147, 23.640], [28.822, 26.887, 23.141], [29.155, 26.973, 21.616], [29.161, 28.670, 21.225], [29.724, 27.091, 23.661], [27.756, 27.229, 23.221], [28.450, 26.441, 21.097], [29.921, 26.471, 21.226], [31.293, 32.733, 18.936], [31.614, 31.192, 19.719], [32.801, 31.296, 20.793], [33.098, 29.641, 21.403], [32.026, 30.455, 18.980], [30.860, 30.727, 20.283], [32.656, 31.912, 21.621], [33.712, 31.670, 20.237], [25.075, 30.690, 10.815], [25.738, 31.292, 12.348], [25.718, 30.278, 13.477], [24.166, 29.522, 13.799], [25.047, 32.092, 12.533], [26.630, 31.902, 12.073], [26.067, 30.837, 14.341], [26.369, 29.547, 13.064], [38.953, 34.657, 15.174], [37.720, 33.681, 14.285], [36.421, 34.391, 14.352], [35.256, 33.150, 13.805], [37.862, 32.639, 14.588], [38.045, 33.497, 13.394], [36.474, 35.232, 13.689], [36.092, 34.880, 15.308], [32.436, 24.523, 15.746], [33.328, 25.372, 14.894], [32.925, 25.264, 13.497], [33.312, 26.365, 12.650], [34.499, 26.986, 12.909], [33.362, 24.069, 12.827], [32.733, 23.696, 11.423], [32.553, 23.439, 15.450], [31.515, 25.037, 15.674], [32.706, 24.459, 16.874], [34.418, 25.127, 14.890], [33.287, 26.303, 15.412], [32.502, 26.929, 12.990], [32.871, 26.397, 11.637], [35.173, 26.945, 13.745], [34.250, 28.023, 12.934], [35.252, 26.983, 12.050], [32.885, 23.256, 13.555], [34.363, 24.035, 12.890], [32.787, 24.531, 10.727], [31.852, 23.370, 11.532], [33.139, 22.893, 10.893], [36.147, 29.940, 16.643], [35.446, 29.107, 17.772], [36.261, 27.756, 17.905], [37.462, 27.829, 18.532], [37.742, 28.792, 19.434], [35.365, 26.799, 18.658], [35.840, 25.340, 18.350], [35.542, 30.831, 16.446], [36.376, 29.585, 15.799], [37.156, 30.225, 16.937], [34.406, 28.702, 17.550], [35.374, 29.473, 18.820], [38.103, 28.304, 17.635], [38.067, 26.886, 18.417], [37.425, 29.765, 19.754], [38.648, 28.917, 19.074], [37.725, 28.126, 20.298], [34.514, 26.728, 18.334], [35.128, 27.048, 19.628], [36.323, 24.857, 19.235], [36.280, 25.279, 17.519], [34.985, 24.910, 18.211], [32.438, 34.880, 11.997], [31.954, 33.482, 11.698], [30.712, 33.403, 10.953], [30.438, 32.295, 10.120], [30.906, 31.029, 10.495], [29.601, 33.655, 11.890], [28.281, 34.276, 11.321], [31.678, 35.320, 12.600], [32.431, 35.619, 11.212], [33.333, 34.797, 12.262], [31.851, 33.107, 12.807], [32.691, 32.844, 11.420], [30.930, 32.681, 9.389], [29.437, 32.405, 9.709], [31.747, 30.595, 10.951], [30.808, 30.362, 9.521], [30.161, 30.703, 11.124], [29.762, 34.291, 12.845], [29.342, 32.810, 12.364], [27.872, 33.613, 10.675], [28.379, 35.337, 10.818], [27.655, 34.262, 12.144], [32.595, 30.629, 14.465], [32.232, 29.910, 15.811], [30.765, 29.736, 15.941], [30.307, 28.634, 16.648], [30.934, 28.311, 17.780], [30.043, 30.937, 16.285], [28.911, 31.145, 15.257], [32.091, 30.365, 13.528], [33.660, 30.848, 14.148], [31.975, 31.840, 14.402], [32.811, 30.432, 16.541], [32.787, 29.154, 15.527], [30.751, 27.821, 16.071], [29.190, 28.615, 16.693], [31.951, 28.357, 18.024], [30.570, 27.300, 18.000], [30.474, 28.907, 18.564], [30.717, 31.758, 16.357], [29.585, 30.806, 17.115], [28.201, 31.958, 15.351], [28.335, 30.185, 15.126], [29.639, 31.114, 14.340]],
  "lowdin_charge": [0.602, -0.702, -0.642, 0.595, 0.097, 0.075, 0.047, 0.072, 0.505, -0.583, -0.674, 0.629, 0.026, 0.100, 0.041, 0.024, 0.613, -0.676, -0.612, 0.536, 0.047, -0.005, 0.034, 0.082, 0.537, -0.663, -0.688, 0.581, 0.047, 0.067, 0.064, 0.013, 0.541, -0.675, -0.631, 0.612, 0.073, -0.001, 0.070, 0.096, -0.092, -0.279, -0.190, -0.345, -0.117, -0.199, -0.027, 0.078, 0.054, 0.096, 0.122, 0.098, 0.085, 0.087, 0.080, 0.068, 0.110, 0.137, 0.069, 0.068, -0.013, 0.057, -0.047, -0.129, -0.149, -0.424, -0.131, -0.178, -0.015, 0.067, -0.014, 0.073, 0.099, 0.096, 0.135, 0.165, 0.105, 0.040, 0.103, -0.005, 0.098, 0.105, 0.002, -0.003, -0.071, -0.238, -0.144, -0.307, -0.108, -0.231, -0.069, 0.065, 0.083, -0.045, 0.111, 0.075, 0.064, 0.143, 0.058, 0.114, 0.031, 0.141, 0.043, 0.004, 0.124, 0.032, -0.082, -0.209, -0.141, -0.355, -0.148, -0.281, -0.052, 0.032, 0.034, 0.133, 0.096, 0.042, 0.122, 0.162, 0.067, 0.110, 0.050, 0.075, 0.035, 0.063, 0.066, 0.089],
  "charge": 0,
  "spin_multiplicity": 1,
  "homo_lumo_gap_ev": 8.37
}

***

{
  "formula": "C38H28Cl2FIPSc",
  "method": "ωB97M-V/def2-TZVPD",
  "elements": ["Sc", "I", "C", "C", "C", "C", "C", "C", "C", "C", "C", "P", "C", "C", "C", "C", "C", "C", "C", "C", "C", "C", "C", "C", "C", "H", "H", "H", "H", "H", "H", "H", "H", "H", "H", "H", "H", "H", "H", "H", "H", "Cl", "C", "Cl", "H", "H", "F", "C", "C", "C", "C", "C", "C", "C", "C", "C", "C", "C", "C", "C", "C", "C", "H", "H", "H", "H", "H", "H", "H", "H", "H", "H"],
  "positions_angstrom": [[1.396, 0.719, 0.856], [-0.174, -0.055, 3.416], [-0.063, -2.090, 4.105], [-0.365, -2.162, 5.441], [-0.445, -3.394, 6.096], [-0.225, -4.533, 5.382], [0.092, -4.488, 4.008], [0.271, -5.711, 3.334], [0.544, -5.747, 1.998], [0.680, -4.544, 1.310], [0.532, -3.305, 1.917], [0.891, -1.957, 0.714], [2.547, -2.532, 0.147], [3.587, -2.191, 1.014], [4.896, -2.524, 0.709], [5.179, -3.199, -0.469], [4.150, -3.556, -1.326], [2.836, -3.230, -1.021], [-0.295, -2.367, -0.619], [-0.011, -2.019, -1.938], [-0.944, -2.231, -2.940], [-2.183, -2.772, -2.631], [-2.488, -3.086, -1.315], [-1.554, -2.880, -0.312], [0.203, -3.233, 3.305], [-0.559, -1.251, 5.990], [-0.699, -3.437, 7.145], [-0.300, -5.503, 5.856], [0.174, -6.627, 3.903], [0.661, -6.688, 1.479], [0.909, -4.581, 0.255], [3.373, -1.664, 1.937], [5.696, -2.243, 1.381], [6.202, -3.451, -0.717], [4.368, -4.085, -2.245], [2.045, -3.519, -1.700], [0.952, -1.590, -2.178], [-0.704, -1.968, -3.962], [-2.913, -2.930, -3.413], [-3.461, -3.488, -1.069], [-1.810, -3.118, 0.712], [1.878, 2.535, -2.972], [2.322, 0.834, -2.958], [2.906, 0.307, -1.349], [3.134, 0.677, -3.657], [1.444, 0.251, -3.213], [2.944, 0.791, 1.815], [0.099, 2.196, 0.112], [-0.583, 3.161, -0.295], [-1.337, 4.198, -0.797], [-2.757, 4.235, -0.508], [-3.391, 3.133, 0.102], [-4.748, 3.135, 0.360], [-5.530, 4.235, 0.026], [-4.918, 5.348, -0.533], [-3.557, 5.360, -0.783], [-0.641, 5.159, -1.660], [-1.208, 5.656, -2.843], [-0.486, 6.482, -3.689], [0.820, 6.842, -3.385], [1.390, 6.382, -2.206], [0.673, 5.554, -1.358], [-2.791, 2.267, 0.351], [-5.209, 2.266, 0.814], [-6.599, 4.225, 0.198], [-5.512, 6.221, -0.778], [-3.096, 6.255, -1.177], [-2.207, 5.348, -3.119], [-0.943, 6.840, -4.604], [1.389, 7.468, -4.062], [2.403, 6.669, -1.949], [1.116, 5.201, -0.436]],
  "lowdin_charge": [0.408, 1.067, -0.539, -0.173, -0.066, -0.030, -0.154, -0.019, -0.046, -0.087, -0.286, 1.002, -0.415, -0.120, -0.062, -0.075, -0.073, -0.112, -0.355, -0.110, -0.065, -0.070, -0.065, -0.078, -0.177, 0.081, 0.112, 0.117, 0.118, 0.113, 0.103, 0.099, 0.112, 0.106, 0.107, 0.100, 0.063, 0.109, 0.108, 0.109, 0.110, 0.613, -0.921, 0.642, 0.036, 0.017, -0.452, -0.199, -0.220, -0.197, -0.183, -0.042, -0.109, -0.126, -0.107, -0.052, -0.200, -0.053, -0.100, -0.119, -0.108, -0.060, 0.091, 0.093, 0.088, 0.095, 0.101, 0.109, 0.096, 0.091, 0.096, 0.110],
  "charge": 0,
  "spin_multiplicity": 1,
  "homo_lumo_gap_ev": [4.03, 4.03]
}

***

{
  "formula": "C2ClF3S",
  "method": "ωB97M-V/def2-TZVPD",
  "elements": ["C", "C", "F", "F", "F", "S", "Cl"],
  "positions_angstrom": [[-1.327, 0.271, 0.059], [1.041, -0.580, 0.185], [-1.671, 1.499, 0.555], [-0.901, 0.367, -1.183], [1.485, -1.686, -0.371], [-0.332, -0.697, 1.188], [1.705, 0.827, -0.432]],
  "nbo_charge": [0.487, 0.068, -0.336, -0.315, -0.305, 0.316, 0.085],
  "charge": 0,
  "spin_multiplicity": 1,
  "homo_lumo_gap_ev": [8.57, 8.04]
}

***

{
  "formula": "C23H48MoN2O2P2",
  "method": "ωB97M-V/def2-TZVPD",
  "elements": ["Mo", "C", "O", "C", "O", "P", "C", "H", "C", "H", "C", "H", "C", "P", "H", "H", "C", "H", "C", "H", "H", "H", "C", "H", "H", "H", "C", "H", "H", "H", "C", "H", "H", "H", "C", "H", "H", "H", "C", "H", "H", "H", "C", "H", "H", "H", "C", "H", "C", "H", "H", "C", "H", "H", "H", "C", "H", "H", "H", "C", "H", "H", "H", "C", "H", "H", "H", "H", "H", "N", "C", "C", "C", "N", "H", "H", "H", "H"],
  "positions_angstrom": [[0.139, 0.180, 0.165], [2.046, -0.130, -0.382], [3.187, -0.308, -0.619], [-1.847, 0.380, 0.507], [-2.984, 0.515, 0.790], [0.072, 2.270, -1.038], [-0.316, 2.180, -2.848], [-0.299, 3.238, -3.155], [-1.277, 3.424, -0.440], [-2.176, 2.790, -0.520], [1.755, 3.091, -1.103], [2.357, 2.356, -1.661], [1.551, -3.249, 1.122], [0.037, -2.335, 0.481], [-0.728, -3.814, -1.226], [2.286, -3.095, 0.319], [-1.436, -3.186, 1.268], [-1.136, -4.243, 1.260], [-1.125, 3.815, 1.022], [-2.056, 4.296, 1.362], [-0.300, 4.530, 1.171], [-0.957, 2.952, 1.678], [-1.501, 4.687, -1.273], [-0.659, 5.381, -1.187], [-2.388, 5.188, -0.864], [-1.696, 4.486, -2.330], [1.806, 4.430, -1.841], [1.391, 4.401, -2.853], [2.866, 4.708, -1.928], [1.306, 5.222, -1.270], [2.405, 3.275, 0.261], [3.437, 3.630, 0.115], [2.454, 2.349, 0.855], [1.879, 4.042, 0.854], [0.767, 1.449, -3.646], [1.732, 1.971, -3.610], [0.453, 1.404, -4.698], [0.920, 0.416, -3.298], [-1.716, 1.631, -3.133], [-1.840, 0.596, -2.782], [-1.869, 1.635, -4.224], [-2.507, 2.246, -2.684], [1.340, -4.750, 1.338], [0.956, -5.275, 0.457], [0.666, -4.936, 2.184], [2.313, -5.192, 1.589], [2.116, -2.628, 2.396], [1.441, -2.784, 3.255], [-0.794, -1.787, -2.015], [2.321, -1.550, 2.298], [3.065, -3.130, 2.641], [1.247, -3.325, -1.926], [-0.294, -0.787, -1.794], [-0.707, -1.965, -3.094], [-1.863, -1.713, -1.753], [-0.081, -2.924, -1.276], [1.071, -3.559, -2.983], [1.679, -4.221, -1.470], [1.991, -2.522, -1.889], [-2.748, -3.053, 0.485], [-3.045, -2.001, 0.373], [-3.535, -3.559, 1.065], [-2.713, -3.532, -0.501], [-1.666, -2.749, 2.713], [-1.859, -1.666, 2.776], [-0.832, -3.004, 3.381], [-2.560, -3.249, 3.111], [-0.186, -1.733, -5.340], [-0.190, -1.014, -5.559], [0.267, -0.147, 3.138], [0.681, 0.279, 4.345], [1.017, 1.606, 4.186], [0.827, 1.913, 2.850], [0.342, 0.829, 2.185], [0.020, -1.107, 2.958], [0.715, -0.378, 5.198], [1.398, 2.279, 4.926], [1.056, 2.848, 2.332]],
  "mulliken_spin": [1.148, -0.049, 0.073, -0.093, 0.068, 0.007, 0.004, 0.008, 0.025, -0.004, 0.000, -0.001, 0.004, -0.059, -0.003, -0.001, 0.028, 0.008, 0.012, 0.000, -0.001, 0.003, 0.016, 0.000, 0.001, 0.001, 0.005, -0.001, 0.000, 0.000, 0.004, 0.001, -0.005, 0.001, 0.003, 0.000, 0.000, 0.002, 0.006, 0.002, 0.001, 0.000, 0.006, 0.000, 0.000, 0.000, 0.003, 0.002, 0.006, 0.004, 0.000, 0.003, -0.019, 0.004, 0.002, 0.009, 0.002, 0.000, 0.001, 0.002, 0.000, 0.001, 0.000, 0.003, 0.002, 0.001, 0.000, 0.000, 0.000, 0.096, 0.223, 0.247, 0.133, 0.036, -0.004, 0.000, -0.012, 0.035],
  "charge": 4,
  "spin_multiplicity": 3,
  "homo_lumo_gap_ev": [5.90, 3.14]
}

***

Electronic energy for every record listed, in sequence, given in eV: -167718.495 -105711.888 -33580.392 -52090.379.